{
  "formula": "C50H61CrIN6O3P2S2Si",
  "method": "wB97M-V/def2-TZVPD",
  "elements": ["Cr", "C", "Si", "C", "C", "C", "C", "C", "C", "N", "C", "S", "H", "H", "H", "H", "H", "H", "H", "H", "H", "H", "H", "H", "I", "C", "C", "C", "C", "C", "C", "C", "C", "C", "P", "C", "C", "C", "C", "C", "C", "C", "C", "C", "C", "C", "C", "C", "H", "H", "H", "H", "H", "H", "H", "H", "H", "H", "H", "H", "H", "H", "H", "H", "O", "P", "N", "C", "C", "C", "C", "N", "C", "C", "C", "C", "N", "C", "C", "C", "C", "H", "H", "H", "H", "H", "H", "H", "H", "H", "H", "H", "H", "H", "H", "H", "H", "H", "H", "H", "H", "H", "H", "H", "H", "C", "O", "C", "O", "H", "H", "H", "N", "C", "S", "C", "C", "C", "N", "C", "C", "H", "H", "H", "H", "H", "H"],
  "coordinates": [[0.157, -0.953, 0.347], [0.099, -2.677, 6.514], [-0.192, -0.973, 5.697], [-1.316, 0.095, 6.812], [1.501, -0.149, 5.439], [-1.156, -1.346, 4.082], [-2.292, -2.141, 4.103], [-2.940, -2.514, 2.929], [-2.401, -2.127, 1.719], [-1.309, -1.370, 1.663], [-0.724, -0.965, 2.813], [0.634, 0.022, 2.449], [0.508, -2.554, 7.511], [0.809, -3.274, 5.950], [-0.815, -3.253, 6.610], [-0.856, 0.212, 7.789], [-2.293, -0.350, 6.974], [-1.471, 1.091, 6.407], [2.065, -0.163, 6.367], [1.407, 0.885, 5.124], [2.092, -0.659, 4.684], [-2.682, -2.483, 5.049], [-3.825, -3.126, 2.966], [-2.836, -2.427, 0.774], [1.320, 2.624, 0.518], [2.867, 3.187, -0.838], [3.062, 4.539, -0.987], [4.131, 5.038, -1.736], [5.010, 4.162, -2.301], [4.842, 2.769, -2.159], [5.840, 1.926, -2.683], [5.790, 0.579, -2.475], [4.686, 0.048, -1.814], [3.634, 0.810, -1.343], [2.288, -0.395, -0.793], [2.157, -1.188, -2.455], [1.083, -0.667, -3.180], [0.789, -1.123, -4.450], [1.567, -2.115, -5.024], [2.645, -2.623, -4.323], [2.938, -2.176, -3.046], [3.373, -1.327, 0.349], [3.836, -0.562, 1.420], [4.629, -1.125, 2.399], [4.981, -2.462, 2.309], [4.508, -3.236, 1.265], [3.690, -2.680, 0.293], [3.721, 2.229, -1.439], [2.393, 5.228, -0.495], [4.273, 6.103, -1.821], [5.869, 4.522, -2.845], [6.662, 2.368, -3.223], [6.569, -0.081, -2.827], [4.663, -1.021, -1.676], [0.449, 0.083, -2.713], [-0.051, -0.710, -4.986], [1.339, -2.483, -6.011], [3.273, -3.377, -4.768], [3.773, -2.621, -2.527], [3.559, 0.481, 1.486], [4.981, -0.526, 3.225], [5.624, -2.902, 3.055], [4.771, -4.283, 1.208], [3.301, -3.304, -0.499], [-1.335, 0.754, -0.469], [-2.083, 2.042, -0.545], [-1.326, 3.150, -1.515], [-1.819, 4.521, -1.601], [-1.290, 5.050, -2.931], [-0.008, 4.243, -3.116], [-0.416, 2.861, -2.615], [-3.651, 1.993, -1.174], [-4.746, 1.341, -0.483], [-5.119, 0.122, -1.345], [-4.554, 0.449, -2.741], [-3.954, 1.855, -2.585], [-2.302, 2.716, 0.952], [-2.176, 1.931, 2.179], [-2.573, 2.896, 3.289], [-3.646, 3.745, 2.613], [-3.088, 3.920, 1.203], [-1.413, 5.103, -0.769], [-2.907, 4.545, -1.547], [-1.116, 6.124, -2.906], [-1.992, 4.827, -3.736], [0.781, 4.647, -2.482], [0.336, 4.232, -4.148], [0.437, 2.272, -2.271], [-0.909, 2.303, -3.421], [-5.591, 2.039, -0.439], [-4.462, 1.069, 0.533], [-6.198, -0.021, -1.368], [-4.669, -0.786, -0.941], [-5.325, 0.431, -3.509], [-3.777, -0.261, -3.025], [-4.704, 2.611, -2.851], [-3.068, 2.006, -3.196], [-1.150, 1.580, 2.293], [-2.844, 1.057, 2.173], [-1.717, 3.508, 3.572], [-2.938, 2.376, 4.173], [-3.811, 4.699, 3.109], [-4.589, 3.199, 2.584], [-2.431, 4.795, 1.170], [-3.877, 4.042, 0.460], [1.671, -3.837, 3.018], [1.494, -2.634, 2.268], [0.717, -2.709, 1.186], [0.187, -3.746, 0.850], [2.440, -3.625, 3.753], [1.970, -4.650, 2.354], [0.731, -4.094, 3.508], [-3.354, -5.285, -4.006], [-2.051, -4.958, -4.024], [-1.015, -5.546, -5.160], [-1.563, -3.997, -3.039], [-0.270, -4.118, -2.527], [0.203, -3.185, -1.638], [-0.506, -2.118, -1.237], [-1.733, -1.988, -1.746], [-2.305, -2.887, -2.623], [-3.667, -5.991, -4.652], [-3.926, -5.089, -3.201], [0.351, -4.947, -2.826], [1.199, -3.295, -1.237], [-2.257, -1.090, -1.447], [-3.295, -2.702, -3.008]],
  "forces_ev_per_angstrom": [[-0.585, 2.034, 0.903], [-0.159, 0.675, -0.288], [0.038, -0.155, 0.543], [0.479, -0.413, -0.415], [-0.576, -0.223, 0.046], [0.286, 0.028, 0.223], [0.043, 0.129, -0.077], [-0.047, 0.026, -0.090], [-0.258, -0.216, 0.098], [-0.327, -0.126, 0.471], [-0.209, 0.188, -0.058], [0.484, 0.180, -0.987], [0.078, 0.102, 0.218], [0.120, -0.056, -0.189], [-0.216, -0.086, -0.005], [0.138, 0.018, 0.189], [-0.142, -0.160, -0.058], [0.018, 0.154, -0.159], [-0.010, -0.055, 0.314], [-0.046, 0.182, -0.045], [0.035, -0.160, -0.082], [-0.127, -0.106, 0.184], [-0.108, -0.041, -0.081], [0.040, -0.078, 0.011], [0.883, 0.452, -0.310], [-0.569, 0.285, 0.433], [-0.327, -0.427, 0.213], [0.280, -0.079, -0.195], [-0.198, 0.252, 0.085], [-0.119, -0.086, 0.134], [0.004, -0.308, 0.019], [0.084, 0.317, -0.118], [-0.191, 0.165, 0.191], [0.076, -0.212, 0.067], [0.908, -0.454, -0.647], [-0.274, 0.061, 0.153], [0.108, 0.092, 0.165], [-0.026, 0.033, -0.097], [-0.034, 0.097, -0.014], [0.079, -0.119, 0.018], [-0.053, 0.095, 0.112], [-0.037, -0.067, 0.063], [-0.067, -0.046, -0.099], [0.018, -0.028, -0.023], [0.023, -0.121, 0.023], [0.032, -0.118, -0.015], [-0.053, 0.230, -0.192], [0.185, -0.025, -0.074], [-0.051, 0.051, 0.081], [0.012, 0.120, -0.053], [0.100, 0.027, -0.081], [0.121, 0.115, -0.063], [0.065, 0.013, -0.037], [0.077, 0.059, -0.011], [0.002, -0.039, -0.075], [-0.116, 0.045, -0.089], [-0.038, -0.064, -0.139], [0.046, -0.173, -0.080], [0.078, -0.015, 0.059], [0.045, 0.137, 0.022], [0.026, 0.090, 0.070], [0.062, -0.061, 0.102], [0.012, -0.053, -0.021], [0.017, -0.062, -0.037], [0.486, -0.828, 0.013], [-0.836, 1.058, -0.260], [-0.432, -0.627, 0.114], [-0.140, 0.456, 0.139], [0.096, -0.095, 0.069], [-0.158, -0.037, -0.016], [0.351, -0.299, -0.211], [1.059, -0.028, 0.420], [-0.230, -0.084, 0.330], [-0.026, 0.035, 0.023], [-0.038, 0.055, -0.015], [0.043, 0.044, -0.380], [0.003, -0.487, -0.560], [0.331, -0.406, 0.399], [-0.128, -0.064, -0.174], [0.132, -0.030, 0.004], [-0.206, 0.521, 0.008], [-0.059, 0.083, -0.030], [-0.034, 0.111, 0.006], [-0.068, 0.013, -0.024], [-0.035, 0.019, -0.027], [0.070, -0.007, -0.001], [0.091, -0.058, 0.003], [-0.011, 0.020, -0.017], [0.013, -0.051, -0.016], [0.034, -0.087, 0.105], [-0.069, 0.044, 0.065], [0.010, -0.071, 0.043], [-0.010, -0.035, 0.018], [0.043, -0.042, -0.054], [0.009, 0.003, -0.041], [0.109, -0.031, -0.074], [-0.029, 0.094, -0.066], [-0.286, -0.003, 0.010], [0.069, 0.040, 0.008], [0.037, 0.065, 0.025], [0.044, -0.031, 0.044], [-0.073, 0.032, -0.017], [-0.062, -0.011, -0.002], [-0.139, 0.039, -0.037], [0.027, 0.062, -0.006], [-0.161, -0.230, -0.195], [0.384, -0.159, 0.265], [-0.264, -0.298, -0.051], [0.260, -0.397, 0.287], [0.051, 0.020, 0.002], [0.006, -0.007, 0.161], [0.001, -0.103, 0.012], [0.040, 0.162, 0.327], [-0.010, -0.748, -1.016], [-0.089, -0.004, -0.029], [0.440, 0.899, 0.893], [-0.341, -0.039, -0.134], [0.105, -0.097, -0.019], [-0.210, -0.517, -0.421], [-0.108, 0.371, 0.132], [0.203, -0.392, -0.163], [-0.014, 0.027, -0.024], [-0.036, 0.022, 0.010], [0.052, -0.019, -0.026], [-0.207, 0.029, -0.064], [-0.097, 0.014, 0.064], [-0.130, 0.060, -0.035]],
  "lowdin_charge": [0.42, -0.16, 0.60, -0.16, -0.20, -0.21, -0.06, -0.03, -0.09, -0.08, -0.68, 0.71, 0.03, 0.01, 0.02, 0.03, 0.03, 0.02, 0.03, 0.02, 0.00, 0.11, 0.11, 0.12, 1.14, -0.56, -0.17, -0.07, -0.03, -0.15, -0.01, -0.04, -0.10, -0.24, 1.05, -0.36, -0.12, -0.06, -0.06, -0.06, -0.09, -0.38, -0.11, -0.05, -0.07, -0.07, -0.09, -0.19, 0.09, 0.11, 0.12, 0.12, 0.12, 0.08, 0.08, 0.11, 0.11, 0.11, 0.10, 0.08, 0.11, 0.11, 0.11, 0.10, -0.34, 0.56, -0.22, -0.20, -0.15, -0.15, -0.23, -0.20, -0.19, -0.15, -0.15, -0.19, -0.18, -0.23, -0.15, -0.15, -0.20, 0.11, 0.11, 0.12, 0.11, 0.09, 0.12, 0.06, 0.11, 0.12, 0.11, 0.11, 0.09, 0.11, 0.08, 0.13, 0.10, 0.01, 0.11, 0.12, 0.11, 0.11, 0.11, 0.11, 0.11, -0.03, -0.18, -0.55, 0.04, 0.09, 0.10, 0.09, 0.10, -0.83, 0.71, -0.23, 0.01, -0.12, -0.02, -0.11, 0.02, 0.10, 0.11, 0.11, 0.10, 0.09, 0.11],
  "lumo_ha": [-0.112, -0.108],
  "s2": 0.7691,
  "charge": 1,
  "multiplicity": 2,
  "gap_ha": [0.2578, 0.2627]
}